Record 1
The molecule C22H20Cl2N4O3S2, computed with wB97M-V/def2-TZVPD.

Values from the calculation:
HOMO level   -8.477 eV
ΔE to the lowest compared entry with this formula, charge and spin   0.000 eV
Orbital gap   8.667 eV
E_LUMO   0.00698 Eh
Total charge   0
Multiplicity   1
SMILES   C=CCn1c(CSCc2ccc(Cl)cc2Cl)nnc1SCC(=O)Nc1ccc(C(=O)O)cc1

```
53
Properties=species:S:1:pos:R:3:forces:R:3
C 0.63093 -0.20177 -3.99023 -0.091 0.064 -0.019
C 1.79606 -0.80087 -3.84021 0.166 -0.083 0.123
C 2.52350 -0.99347 -2.53861 0.111 -0.117 -0.414
N 1.82823 -0.43587 -1.41311 -0.413 0.136 0.550
C 0.95864 -1.07079 -0.57966 -0.004 0.084 0.126
N 0.46878 -0.22451 0.29356 -0.062 -0.868 -0.070
N 1.00262 0.98163 0.03835 0.339 1.062 -0.347
C 1.80834 0.86332 -0.97801 -0.347 -0.036 0.048
C 2.60908 1.95175 -1.56475 0.659 -0.036 0.046
H 2.36993 2.89085 -1.06928 -0.140 -0.019 -0.085
H 2.43604 2.03475 -2.63827 -0.032 0.098 0.010
S 4.40856 1.64191 -1.39665 0.061 0.323 -0.027
C 4.64021 1.93779 0.39111 -0.100 0.050 -0.542
C 3.89733 0.95218 1.23281 -0.107 0.035 0.344
C 4.09900 -0.41187 1.04774 -0.080 0.078 0.157
C 3.41422 -1.35529 1.78814 -0.044 -0.030 0.071
C 2.50637 -0.92688 2.74432 0.196 0.329 -0.098
C 2.27968 0.42148 2.95538 0.036 -0.118 0.030
C 2.97197 1.35074 2.19572 0.297 -0.480 0.013
Cl 2.65008 3.01896 2.47766 -0.124 0.296 0.082
H 1.56117 0.74908 3.68896 -0.065 0.022 0.062
Cl 1.64320 -2.08511 3.69063 -0.086 -0.139 0.155
H 3.57798 -2.40860 1.62530 0.008 -0.117 0.018
H 4.80375 -0.73142 0.29352 0.053 -0.049 -0.075
H 5.71725 1.84338 0.53639 -0.009 0.092 0.026
H 4.33404 2.96122 0.60154 0.164 -0.089 0.048
S 0.61258 -2.76383 -0.70703 -0.096 -0.404 -0.087
C -0.38425 -3.03406 0.79471 0.087 0.132 -0.230
C -1.85020 -2.63664 0.61945 0.408 0.014 0.110
O -2.70814 -3.46686 0.42551 -0.215 -0.264 -0.054
N -2.03297 -1.29878 0.72885 0.091 0.321 0.137
C -3.21423 -0.57172 0.62846 -0.352 0.049 -0.058
C -4.47069 -1.16283 0.49626 0.033 -0.186 -0.011
C -5.59313 -0.36660 0.41559 -0.038 0.403 0.010
C -5.48874 1.02316 0.46468 0.235 -0.121 0.014
C -4.23058 1.61164 0.59512 -0.187 -0.092 -0.016
C -3.10613 0.82150 0.67634 0.053 -0.102 -0.006
H -2.12802 1.27042 0.77602 0.107 0.066 0.013
H -4.14704 2.68631 0.63217 0.038 0.069 0.008
C -6.71794 1.83007 0.37782 -0.584 -0.045 -0.057
O -7.83290 1.38273 0.25826 0.061 -0.026 0.006
O -6.49660 3.15700 0.44481 0.288 0.413 0.041
H -7.34320 3.62558 0.38481 0.014 -0.322 -0.012
H -6.57338 -0.80658 0.31398 -0.071 -0.045 -0.006
H -4.55395 -2.23604 0.45693 0.005 -0.009 -0.002
H -1.18178 -0.72797 0.81369 -0.132 -0.260 0.004
H -0.33055 -4.10857 0.96842 -0.039 0.115 0.016
H 0.09197 -2.48746 1.60666 -0.035 -0.093 0.033
H 2.65704 -2.06527 -2.35375 0.137 0.127 0.006
H 3.51374 -0.52716 -2.60095 -0.114 -0.214 0.102
H 2.32396 -1.21037 -4.68950 0.007 -0.037 -0.193
H 0.17001 -0.10388 -4.95678 -0.031 -0.018 -0.234
H 0.07813 0.21361 -3.16283 -0.053 0.041 0.236
```
Forces are in eV/Å.

***

Record 2
A structure of composition C22H20ClIO4ReSe2, computed with wB97M-V/def2-TZVPD.

Values from the calculation:
<S²>   0.799
HOMO level (spin up / spin down)   -7.188 / -7.653 eV
ΔE to the lowest compared entry with this formula, charge and spin   0.000 eV
Orbital gap (spin up / spin down)   6.135 / 6.839 eV
E_LUMO (spin up / spin down)   -0.03870 / -0.02990 Eh
Total charge   0
Multiplicity   2

```
51
Properties=species:S:1:pos:R:3:forces:R:3
Re -0.23540 0.74487 -0.11206 -0.210 0.174 0.096
I 1.55591 1.69304 1.82717 0.017 0.107 0.027
C 0.24401 1.13470 3.34447 -0.224 -0.145 0.155
C 0.59079 1.38913 4.64308 0.111 0.041 -0.284
C -0.27847 1.00375 5.67298 -0.115 -0.061 0.075
C -1.44748 0.37424 5.36005 0.061 0.037 0.034
C -1.80807 0.10876 4.02075 -0.043 -0.031 0.038
C -3.02262 -0.56399 3.74321 0.039 0.023 -0.101
C -3.36851 -0.83136 2.45667 -0.036 -0.021 0.123
C -2.53470 -0.41832 1.40204 0.067 -0.012 -0.200
C -1.33449 0.24828 1.57273 -0.399 -0.196 0.203
C -0.96155 0.49916 2.94985 0.280 0.129 -0.119
H 1.52506 1.87859 4.87907 0.038 0.020 -0.005
H -0.01116 1.20171 6.70099 0.006 0.007 0.041
H -2.12598 0.06106 6.14077 -0.053 -0.022 0.075
H -3.65436 -0.85832 4.56923 -0.053 -0.027 0.071
H -4.28793 -1.35278 2.23083 -0.050 -0.035 -0.007
H -2.87319 -0.64958 0.39995 -0.008 0.038 0.107
O -2.22662 3.21819 -4.89498 -0.163 0.017 -0.007
C -0.86768 2.98318 -4.59427 0.162 -0.033 0.101
C -0.77478 2.26874 -3.22825 0.074 -0.015 -0.107
C 0.72772 2.20977 -2.92973 0.062 0.137 -0.102
O 1.06095 1.16924 -1.99662 -0.033 -0.099 -0.167
C -1.58311 3.09263 -2.20895 0.019 0.048 -0.050
Se -0.91130 3.04583 -0.36611 -0.005 0.135 -0.111
C -1.36352 0.86905 -3.40268 0.086 -0.181 -0.040
Se -1.71949 -0.18048 -1.77062 -0.195 0.353 -0.007
H -2.28752 3.62560 -5.76280 -0.022 0.009 -0.003
H -0.31646 3.93406 -4.54106 0.016 -0.066 0.009
H -0.40434 2.35593 -5.36785 0.013 0.016 0.081
H 1.07632 3.17115 -2.53202 -0.095 -0.067 -0.072
H 1.26592 1.98414 -3.85752 -0.035 0.063 0.032
H 2.01117 1.19087 -1.84511 0.002 -0.092 0.064
H -2.61673 2.74510 -2.20594 0.054 0.021 0.076
H -1.58518 4.14542 -2.49624 0.019 -0.041 0.036
H -0.72970 0.27646 -4.06783 0.019 0.005 0.064
H -2.33942 0.97290 -3.87942 0.061 -0.041 0.025
Cl 5.59616 -5.57819 0.08785 0.025 -0.011 0.005
C 4.18547 -4.56307 0.05106 0.089 -0.022 0.009
C 2.96640 -5.11568 -0.30468 0.040 0.048 0.020
C 1.84895 -4.30191 -0.32809 -0.050 0.073 0.033
C 1.95321 -2.95027 -0.01707 -0.103 -0.129 -0.063
C 3.18725 -2.41658 0.33689 -0.141 0.005 -0.085
C 4.31070 -3.22249 0.37869 -0.034 -0.115 -0.038
C 0.70725 -2.11677 -0.05785 -0.292 -0.087 0.104
O -0.40507 -2.59443 -0.08507 0.262 -0.155 -0.047
O 0.95080 -0.82268 -0.01521 0.666 0.140 -0.140
H 2.90142 -6.16358 -0.55456 -0.003 -0.059 -0.007
H 0.87786 -4.70159 -0.58529 -0.022 0.008 -0.009
H 3.25783 -1.36759 0.58181 0.007 0.070 0.036
H 5.27368 -2.82588 0.65770 0.090 0.038 0.030
```
Forces are in eV/Å.

***

Record 3
A structure of composition C22H20CuN4OS2, computed with wB97M-V/def2-TZVPD.

Values from the calculation:
<S²>   0.766
HOMO level (spin up / spin down)   -4.410 / -6.395 eV
ΔE to the lowest compared entry with this formula, charge and spin   0.009 eV
Orbital gap (spin up / spin down)   4.885 / 6.868 eV
E_LUMO (spin up / spin down)   0.01746 / 0.01739 Eh
Total charge   0
Multiplicity   2

```
50
Properties=species:S:1:pos:R:3:forces:R:3
Cu -0.18560 0.14610 0.18920 -0.237 -0.544 0.743
N 0.25490 -3.07520 -2.58590 0.237 -0.015 -0.259
C -0.86310 -3.88950 -2.69120 -0.305 -0.163 0.089
C -0.76010 -5.14890 -3.26840 -0.059 0.010 0.001
C -1.87620 -5.96220 -3.39320 0.086 -0.002 0.001
C -3.10400 -5.53900 -2.91660 -0.154 -0.043 -0.053
C -3.21930 -4.28580 -2.33420 0.170 -0.081 -0.075
C -2.11650 -3.45950 -2.23840 0.182 0.449 0.254
S -2.27850 -1.82560 -1.56310 -0.226 -0.333 -0.422
N -0.70470 -1.40320 -1.20490 -0.121 0.020 0.543
C 0.34240 -1.98320 -1.73120 0.624 0.162 0.058
C 1.62610 -1.44080 -1.40780 -0.518 -0.530 -0.422
C 2.86910 -2.00570 -1.77020 0.493 -0.026 -0.040
C 4.03630 -1.37720 -1.42480 -0.290 -0.412 -0.266
C 3.97630 -0.16320 -0.72040 0.118 0.393 0.289
C 2.73340 0.31840 -0.37170 0.469 -0.062 -0.105
N 1.59600 -0.28070 -0.68100 -0.100 0.496 0.266
H 1.12220 -3.48470 -2.89630 -0.162 0.125 0.076
H 0.20320 -5.48230 -3.63210 0.071 -0.050 -0.024
H -1.77680 -6.93010 -3.86070 0.003 -0.097 -0.021
H -3.97340 -6.17350 -3.00050 -0.058 -0.064 -0.022
H -4.17030 -3.93310 -1.96600 -0.148 0.011 0.072
H 2.91850 -2.94320 -2.30500 0.013 -0.079 -0.047
H 4.99400 -1.80490 -1.68750 -0.002 -0.068 -0.046
H 4.87170 0.36260 -0.43470 0.080 0.111 0.031
H 2.63440 1.24300 0.18240 0.063 0.117 0.112
S -1.14140 3.87280 -2.09230 -0.111 -0.492 0.308
C -0.41010 2.33920 -1.72600 -0.542 0.342 0.210
N -1.04380 1.59500 -0.87730 0.772 0.326 -0.588
C -2.20060 2.18060 -0.44920 -0.869 1.074 -0.084
C -3.12520 1.64170 0.44650 0.135 0.017 -0.059
C -4.22470 2.39800 0.79320 0.002 -0.150 0.054
C -4.41380 3.68110 0.28210 0.093 0.192 -0.181
C -3.51820 4.22810 -0.61730 -0.281 0.041 0.121
C -2.42840 3.46380 -0.99130 0.410 -0.315 -0.059
H 0.53060 2.07850 -2.16800 0.286 -0.267 -0.085
H -2.95120 0.65630 0.85040 -0.019 -0.126 0.048
H -4.96280 1.99810 1.47320 0.013 -0.073 0.073
H -5.27230 4.25510 0.59310 -0.104 0.068 0.015
H -3.65580 5.22060 -1.01480 -0.084 0.123 -0.041
C -1.41550 -1.19880 3.93720 -0.020 -0.104 0.582
O -1.36510 -0.67640 2.61190 0.353 0.298 -0.402
C -0.31930 -0.06670 2.10310 0.118 -0.095 -0.783
C 0.86120 0.18100 2.99840 -0.487 -0.047 0.305
H -1.39990 -0.39720 4.68000 0.032 -0.070 -0.088
H -0.58890 -1.89010 4.11180 -0.088 0.049 0.004
H -2.36680 -1.72370 4.00350 0.128 -0.010 0.002
H 0.59930 0.29070 4.05220 0.088 0.030 0.082
H 1.39350 1.06820 2.66200 -0.024 -0.068 -0.080
H 1.55000 -0.66440 2.90590 -0.029 -0.065 -0.084
```
Forces are in eV/Å.

***

Record 4
A structure of composition C22H20F12N3O2Ti, computed with wB97M-V/def2-TZVPD.

Values from the calculation:
<S²>   0.753
HOMO level (spin up / spin down)   -6.455 / -7.225 eV
ΔE to the lowest compared entry with this formula, charge and spin   0.617 eV
Orbital gap (spin up / spin down)   6.507 / 7.275 eV
E_LUMO (spin up / spin down)   0.00191 / 0.00183 Eh
Total charge   0
Multiplicity   2

```
60
Properties=species:S:1:pos:R:3:forces:R:3
Ti -1.41533 0.29095 0.15185 -1.247 -1.882 -0.738
C 2.89967 -4.10607 2.96398 -0.046 0.095 -0.047
C 2.27481 -3.01273 2.13040 0.021 -0.104 0.100
C 2.47747 -2.92547 0.76358 0.073 -0.019 -0.097
C 1.90012 -1.90756 0.02584 0.011 0.014 -0.080
C 1.09685 -0.91750 0.60505 0.008 0.154 0.127
N 0.47577 0.06778 -0.18565 1.284 -0.117 -0.080
C 1.12359 0.81638 -1.16469 -0.137 -0.004 0.085
C 2.49606 0.69168 -1.43647 -0.020 0.019 0.036
C 3.10675 1.35064 -2.48488 0.130 0.002 0.046
C 2.39704 2.19777 -3.32293 0.033 0.026 -0.115
C 3.03112 2.86254 -4.52094 -0.066 0.010 0.089
C 1.07021 2.42547 -2.99753 -0.035 0.035 0.115
C 0.42638 1.80544 -1.92589 -0.146 -0.036 0.021
C -1.03986 2.21615 -1.63561 -0.098 0.112 -0.304
O -1.46315 2.01347 -0.32490 0.308 2.184 -1.350
C -1.97854 1.34563 -2.54377 -0.028 -0.006 0.101
F -1.67031 0.01948 -2.26400 -0.221 0.324 0.103
F -1.87307 1.48134 -3.85048 0.295 0.026 -0.096
F -3.27739 1.48917 -2.23568 0.038 0.016 0.010
C -1.31786 3.72991 -1.94145 0.130 -0.288 0.187
F -1.46316 3.98440 -3.25531 0.039 0.083 -0.049
F -2.44714 4.12465 -1.35400 -0.118 0.001 0.025
F -0.32832 4.48934 -1.47580 -0.017 0.077 0.006
C 0.81312 -1.04863 1.99762 -0.105 0.001 -0.027
C 1.43069 -2.07565 2.71119 0.003 0.124 0.033
C -0.23328 -0.13814 2.68876 -0.318 0.095 0.151
O -1.42448 -0.04994 1.94912 1.009 0.092 2.195
C 0.38521 1.27580 2.96492 -0.056 -0.390 0.045
F 0.69476 1.91995 1.84268 -0.034 0.047 0.005
F 1.52038 1.13473 3.67649 -0.132 0.193 -0.047
F -0.45199 2.06279 3.66080 0.183 -0.089 -0.073
C -0.72767 -0.69110 4.07341 0.140 -0.285 -0.409
F -1.77771 -0.01751 4.53732 -0.021 0.183 -0.024
F -1.14449 -1.96606 3.92397 0.021 -0.065 -0.008
F 0.20724 -0.68043 5.03368 -0.014 -0.014 0.085
H 3.61901 -4.68188 2.38118 -0.020 0.022 0.006
H 2.14177 -4.79773 3.33919 0.017 0.016 -0.008
H 3.42091 -3.69335 3.82994 -0.014 -0.002 -0.029
H 3.09796 -3.66271 0.26369 -0.029 0.041 -0.004
H 2.06282 -1.86461 -1.04353 0.007 -0.018 0.017
H 3.09450 0.06157 -0.79640 0.021 -0.028 -0.019
H 4.17018 1.20336 -2.65027 -0.061 -0.020 0.010
H 4.07740 2.57233 -4.62076 -0.025 0.007 0.013
H 2.99067 3.95245 -4.44538 0.000 -0.056 0.012
H 2.51687 2.58094 -5.44275 0.027 0.005 0.018
H 0.52455 3.13895 -3.60131 0.010 -0.047 0.003
H 1.26384 -2.16135 3.77514 -0.023 0.000 -0.026
N -3.62346 0.11844 0.43897 -0.545 -0.443 0.037
C -4.09977 -1.21081 -0.00021 0.181 0.144 0.010
C -3.07497 -2.25158 0.41552 0.218 0.184 -0.100
N -1.75967 -1.89851 -0.18697 -0.571 -0.378 0.096
H -3.67747 0.19116 1.45156 -0.060 0.034 0.050
H -4.17762 0.86435 0.03915 -0.031 0.048 -0.059
H -4.18036 -1.19305 -1.08801 -0.028 0.029 -0.052
H -5.07885 -1.47010 0.40040 -0.095 0.002 0.067
H -3.40926 -3.24628 0.12935 -0.008 -0.126 -0.050
H -2.95148 -2.22950 1.49679 0.041 -0.006 0.070
H -1.73192 -2.19165 -1.15600 0.046 -0.009 -0.118
H -1.00908 -2.38908 0.29003 0.080 -0.014 0.036
```
Forces are in eV/Å.